# 1
{"formula": "C3H9NO", "method": "wB97M-V/def2-TZVPD", "e_homo_ev": -9.2, "charge": 0, "orbital_gap_ha": 0.365, "e_lumo_ha": 0.028, "smiles": "C[C@@H](O)CN", "species": ["C", "H", "O", "H", "C", "N", "H", "H", "H", "C", "H", "H", "H", "H"], "xyz": [[0.3255, -0.6978, -0.1683], [1.0780, 0.1701, 1.5416], [1.2385, 0.1298, -0.7823], [-0.1754, 1.8442, 0.4182], [-0.8943, -0.7012, -1.0932], [-0.6942, 1.2286, 0.9590], [1.7096, -0.4941, -1.5881], [-1.5741, -1.4627, -0.7158], [0.5889, -1.6969, -0.0940], [0.0204, -0.0019, 1.1454], [-0.6038, -0.8031, -2.1403], [-1.5269, 0.2760, -0.9658], [-0.4983, -0.6032, 1.8383], [-0.7559, 1.5364, 1.9484]], "forces_ev_per_angstrom": [[-3.365, 1.932, -0.887], [-1.133, -0.192, 0.038], [4.454, -2.127, -4.181], [1.175, 1.556, -0.927], [-1.904, 1.590, 1.026], [-1.541, -1.046, 2.841], [-1.957, 3.005, 3.364], [-0.191, -0.439, -0.560], [1.241, -1.930, 0.716], [2.842, -0.202, -0.573], [-0.174, -0.335, 0.135], [1.468, -1.630, -0.419], [-0.695, -0.907, 0.707], [-0.220, 0.722, -1.279]]}

=====

# 2
{"formula": "C3H9NO", "method": "wB97M-V/def2-TZVPD", "e_homo_ev": -10.1, "charge": 0, "orbital_gap_ha": 0.404, "e_lumo_ha": 0.032, "smiles": "NCCCO", "species": ["H", "H", "C", "C", "H", "N", "H", "H", "H", "H", "C", "H", "O", "H"], "xyz": [[1.4997, 0.8285, -0.0832], [0.2807, 0.4316, -1.6858], [-0.0960, -0.8128, 0.3886], [-0.5317, -1.1185, -1.0995], [-0.5553, -2.1441, -1.5440], [0.0511, 1.8441, 0.6983], [-1.0271, -0.6668, 0.9957], [-0.9788, 1.5433, 0.7977], [0.5745, -1.5859, 0.8972], [0.0680, 1.9383, 1.6765], [0.7585, 0.5124, 0.5369], [-1.5904, -0.6954, -1.1096], [0.3538, -0.5021, -2.0086], [1.1930, 0.4274, 1.5399]], "forces_ev_per_angstrom": [[2.314, -0.669, -2.313], [0.697, -0.782, -1.141], [1.140, -0.150, -0.097], [-0.761, -0.270, 0.333], [-0.224, 0.362, 1.458], [-3.703, -1.923, -0.457], [0.889, -0.295, -0.264], [1.203, 0.831, -1.306], [-1.155, 0.638, -0.931], [0.912, 1.164, 1.760], [-2.257, 0.071, 3.368], [1.085, -0.431, -0.711], [-0.683, 2.052, 0.699], [0.543, -0.598, -0.397]]}

=====

# 3
{"formula": "C3H9NO", "method": "wB97M-V/def2-TZVPD", "e_homo_ev": -9.5, "charge": 0, "orbital_gap_ha": 0.383, "e_lumo_ha": 0.032, "smiles": "C=CCN.O", "species": ["C", "H", "H", "H", "N", "H", "C", "H", "H", "H", "H", "O", "C", "H"], "xyz": [[-1.5226, 1.5417, 0.0521], [1.1245, -1.5332, -0.3127], [-1.5355, 0.2021, -1.4965], [1.3223, -1.1183, -1.9131], [0.7885, -0.9643, -1.0736], [0.1609, -1.2834, 1.3445], [-0.9413, 0.6407, -0.6967], [0.9044, 1.0347, -1.6819], [0.9724, 0.9280, 0.0765], [1.5005, -0.9919, 1.8126], [-1.1249, 2.0875, 0.9087], [0.6527, -1.2706, 2.1586], [0.5372, 0.4756, -0.8224], [-2.5908, 1.7186, 0.0140]], "forces_ev_per_angstrom": [[-1.354, 0.624, 1.775], [0.230, 0.172, -0.117], [0.121, -0.316, 0.203], [0.210, -0.131, 0.172], [0.171, 0.457, -0.081], [-1.034, -0.104, -0.310], [0.229, 0.917, -1.516], [-0.047, 0.071, -0.026], [0.444, -0.377, -0.089], [0.605, 0.156, 0.401], [0.718, -0.158, -0.417], [0.320, 0.003, 0.058], [-0.487, -1.113, 0.309], [-0.127, -0.200, -0.361]]}

=====

# 4
{"formula": "C3H9NO", "method": "wB97M-V/def2-TZVPD", "e_homo_ev": -9.1, "charge": 0, "orbital_gap_ha": 0.373, "e_lumo_ha": 0.038, "smiles": "NCCCO", "species": ["C", "N", "H", "H", "H", "O", "C", "H", "H", "H", "H", "C", "H", "H"], "xyz": [[-0.2587, -1.0537, 0.8683], [0.3290, 1.9485, 0.0427], [0.3770, -1.6353, 1.5200], [-0.9915, 0.8013, -1.0455], [1.2839, 2.0433, 0.3416], [-1.3393, -1.9422, 0.4986], [0.5304, -0.5215, -0.3172], [-0.3509, 2.1433, 0.7544], [1.5781, -0.4655, -0.0024], [-0.6891, -0.2421, 1.4679], [0.5662, 1.0452, -1.7993], [0.0840, 0.8395, -0.8405], [0.5389, -1.2685, -1.1166], [-1.6581, -1.6924, -0.3720]], "forces_ev_per_angstrom": [[-0.867, -0.257, -0.231], [0.009, 0.523, -0.353], [0.157, -0.185, 0.172], [0.031, 0.086, -0.042], [-0.024, -0.026, 0.245], [0.425, 0.247, 0.080], [0.492, -0.221, 0.210], [0.090, -0.212, 0.167], [0.027, 0.228, -0.072], [0.191, 0.087, -0.077], [0.027, -0.087, -0.009], [-0.334, -0.222, -0.034], [-0.179, -0.041, -0.015], [-0.046, 0.080, -0.040]]}

=====

# 5
{"formula": "C3H9NO", "method": "wB97M-V/def2-TZVPD", "e_homo_ev": -8.6, "charge": 0, "orbital_gap_ha": 0.348, "e_lumo_ha": 0.032, "species": ["H", "N", "H", "H", "H", "C", "C", "O", "H", "H", "H", "H", "H", "C"], "xyz": [[2.3840, -0.6318, 1.1747], [1.4403, -0.6415, 0.8131], [-2.1403, -0.7465, -0.0422], [0.9058, -1.0321, -1.3090], [-0.1146, 1.6017, 0.0498], [1.3415, -0.0537, -0.4517], [-1.6537, 0.1010, 0.4478], [2.1397, 0.7332, -0.9103], [-2.4368, 0.8160, 0.7093], [0.9155, -1.4918, 0.9582], [-0.9805, 1.1147, -1.3924], [0.0328, -0.2855, -1.0077], [-1.2264, -0.2433, 1.3901], [-0.6073, 0.7595, -0.4297]], "forces_ev_per_angstrom": [[-0.212, 0.059, -0.129], [-0.720, 0.451, 0.199], [0.056, 0.052, -0.007], [1.560, 0.789, 1.080], [0.315, -0.267, -0.005], [1.979, -3.444, -2.267], [-0.278, 0.261, 0.034], [-1.018, 0.252, 0.379], [-0.065, -0.049, 0.028], [0.251, 0.074, -0.071], [-0.263, 0.143, -0.012], [-1.321, 3.056, 1.752], [0.093, -0.026, -0.022], [-0.378, -1.351, -0.959]]}

=====

# 6
{"formula": "C3H9NO", "method": "wB97M-V/def2-TZVPD", "e_homo_ev": -9.6, "charge": 0, "orbital_gap_ha": 0.386, "e_lumo_ha": 0.034, "smiles": "C=C.NCO", "species": ["C", "H", "H", "H", "C", "O", "H", "H", "H", "H", "C", "H", "N", "H"], "xyz": [[-1.0162, -2.1408, 0.2903], [1.3356, 1.4034, -2.5402], [-0.6093, -3.0272, 2.0611], [-1.3936, -1.2838, -0.1926], [-0.7138, -2.0692, 1.6024], [0.2152, 0.9278, 0.6134], [0.3143, 2.8332, -0.2704], [0.3111, 0.3282, -1.7230], [0.5630, -0.0131, 0.4899], [1.7582, 1.8751, -0.1507], [0.7453, 1.7661, -0.4624], [-0.2857, -1.1124, 2.0003], [0.4555, 1.3284, -1.8346], [-0.9961, -3.0611, -0.3208]], "forces_ev_per_angstrom": [[-0.050, -0.731, 0.926], [-2.534, -0.080, 2.537], [0.654, -0.180, 0.890], [0.307, 1.181, -0.897], [1.036, 0.398, -1.985], [0.243, -1.258, -1.707], [0.267, -1.997, -0.367], [-0.141, -0.109, -0.482], [-0.529, 1.901, 0.108], [1.330, -0.001, -0.705], [-0.967, 1.956, 1.643], [-1.449, -0.995, 0.321], [2.380, -0.395, -1.093], [-0.546, 0.310, 0.811]]}

=====

Q: Which molar mass values were calculated for the entries above? A: 75.1; 75.1; 75.1; 75.1; 75.1; 75.1, in g/mol.
Q: Which F_max values were calculated for the entries above? A: 0.1258; 0.0816; 0.0451; 0.0182; 0.0889; 0.0698, in Eh/bohr.
Q: Which energy above the lowest of the compared OMol25 structures with the same formula, charge and spin values were calculated for the entries above? A: 186.4; 244.9; 174.0; 98.8; 422.2; 293.6, in kJ/mol.